No. 1
Molecular formula: C23H32N4O3
Method: DFT, ωB97M-V/def2-TZVPD

- energy (hartree) = -1339.62310
- gap between HOMO and LUMO (eV) = 8.41
- LUMO energy (eV) = 0.39

Last column: natural (NBO) charge in e.
Atoms and positions in Å:
C 3.53249 -1.52868 3.24717  -0.24
O 2.23695 -2.07529 2.92613  -0.53
C 1.80116 -3.24060 3.60537  0.35
C 2.74320 -3.89394 4.62108  -0.28
C 2.45569 -5.13615 5.17852  -0.20
C 1.16311 -5.60300 5.07882  -0.26
C 0.41606 -4.93488 4.21002  -0.13
C 0.66262 -3.98176 3.33544  -0.13
C -0.20200 -3.31394 2.35126  -0.45
H 0.47850 -2.79743 1.52582  0.25
H -1.07605 -3.97318 2.04294  0.24
C -1.04410 -2.20458 3.03531  -0.29
C -1.58279 -1.31390 1.84853  0.65
O -3.04560 -1.39478 1.86081  -0.78
N -1.05679 -0.50191 1.10545  -0.42
C 0.39663 -0.06543 1.36095  -0.21
H 0.88477 -0.21580 2.21383  0.23
C 0.65832 1.37879 0.91201  -0.33
H 1.52546 1.56944 0.86170  0.19
H -0.01626 2.05188 1.60358  0.20
C 0.20535 1.49275 -0.64166  -0.06
N 1.25902 1.41781 -1.29249  -0.16
C 1.29813 1.70974 -2.75512  0.25
C 2.59219 1.28701 -3.09494  -0.30
C 3.03735 0.43008 -2.26029  -0.07
N 2.37371 0.79512 -1.14782  -0.28
H 4.33831 0.18421 -2.07894  0.22
H 2.85702 1.24626 -4.27612  0.19
N 0.46189 2.34220 -3.44534  -0.65
C -0.22943 3.53748 -3.24765  0.72
O -0.21644 4.00910 -2.24305  -0.56
C -1.22662 3.75305 -4.39431  -0.52
C -2.58110 3.04355 -4.23464  -0.19
C -3.28425 3.22998 -5.48135  -0.62
H -4.25328 2.64708 -5.37072  0.21
H -3.10010 2.98326 -6.34191  0.21
H -3.70195 4.18186 -5.67099  0.21
C -3.31839 3.54688 -2.77638  -0.55
H -2.69615 3.28581 -2.05407  0.19
H -4.23485 2.64478 -2.65008  0.20
H -3.63705 4.54598 -2.98052  0.22
H -2.28569 2.03306 -3.93273  0.19
H -1.44586 4.87842 -4.09185  0.22
H -0.66044 3.75836 -5.29003  0.22
H 0.29987 1.83897 -4.48143  0.39
C -0.91815 0.73837 -1.15647  -0.44
C -1.73782 0.42198 0.12432  -0.21
H -2.11657 1.38441 0.50142  0.21
H -2.77184 -0.37863 -0.18473  0.28
H -0.55502 -0.34899 -1.26800  0.21
H -1.60673 1.05615 -1.85561  0.23
H -0.17511 2.60378 -0.76768  0.25
H 0.79750 -0.72564 0.34899  0.20
H -1.62768 -2.32808 3.71851  0.19
H -0.24670 -1.22478 3.53774  0.15
H -0.78905 -5.27645 3.93169  0.18
H 0.79192 -6.56949 5.48312  0.23
H 2.93490 -5.53089 6.17272  0.22
H 3.58430 -3.47549 4.95475  0.20
H 4.31379 -2.03578 3.08431  0.17
H 3.66295 -0.80617 2.41207  0.20
H 3.67670 -1.15196 4.27252  0.18

No. 2
Molecular formula: C23H32N4O3PRuS5
Method: DFT, ωB97M-V/def2-TZVPD

- energy (hartree) = -3767.61098
- <S²> = 8.766
- gap between HOMO and LUMO (alpha / beta) (eV) = 7.50 / 5.91
- LUMO energy (alpha / beta) (eV) = 0.39 / -1.45
- multiplicity = 6

Last column: Mulliken spin population.
Atoms and positions in Å:
Ru -0.91561 -0.11102 -0.41274  3.82
C 0.27550 4.11360 0.65881  0.01
C -0.28366 2.72964 0.84370  0.00
N 0.24734 1.72292 0.18641  0.10
N 1.42483 2.01000 -0.48916  0.02
C 1.71944 1.23641 -1.47777  0.02
S 0.73142 0.01934 -2.22368  0.29
S 3.30411 1.36197 -2.23422  0.00
C 4.23575 2.38024 -1.05226  0.00
C 4.96878 1.56190 -0.01554  0.00
C 4.30030 1.03035 1.08746  0.00
C 4.97941 0.24995 2.01376  0.00
C 6.33781 -0.00657 1.85484  0.00
C 7.01139 0.52099 0.76109  0.00
C 6.32767 1.29988 -0.16632  0.00
C -1.41967 2.52280 1.71680  -0.01
C -2.06940 3.65927 2.27597  0.00
C -3.12874 3.55683 3.12764  0.00
C -3.59761 2.27401 3.48113  0.01
C -3.01024 1.15495 2.96922  0.01
C -1.92185 1.23398 2.06172  0.04
O -1.41483 0.11826 1.61715  0.19
H 1.31659 4.05889 0.36719  0.00
H 0.18650 4.71901 1.55591  0.00
H -0.26883 4.60900 -0.15095  0.00
H 3.52344 3.06832 -0.60381  0.00
H 4.93557 2.94799 -1.66561  0.00
H 3.23985 1.21685 1.20679  0.00
H 4.44306 -0.15827 2.86325  0.00
H 6.86838 -0.61242 2.58093  0.00
H 8.07058 0.33015 0.62976  0.00
H 6.85757 1.70852 -1.02162  0.00
H -1.73005 4.64849 2.00710  0.00
H -3.60031 4.44625 3.52473  0.00
H -4.43680 2.17751 4.16350  0.00
H -3.35759 0.16026 3.21930  0.00
C -5.71545 -1.35246 1.55079  0.00
C -5.48913 -1.28929 0.06127  0.00
O -4.57648 -0.19564 -0.18815  0.00
P -3.64497 -0.17504 -1.47114  0.00
S -2.71179 1.55170 -1.45950  0.21
S -2.48112 -1.82384 -1.49236  0.17
O -4.71578 -0.32564 -2.64387  0.00
C -4.37926 -0.76407 -3.98603  0.00
C -3.44141 0.17436 -4.71195  0.00
H -6.51334 -2.06448 1.77564  0.00
H -6.00588 -0.37203 1.93273  0.00
H -4.80781 -1.67012 2.06740  0.00
H -6.40887 -1.09138 -0.48644  0.00
H -5.05504 -2.21715 -0.31079  0.00
H -5.33748 -0.83010 -4.49153  0.00
H -3.95762 -1.76594 -3.91681  0.00
H -3.82024 1.19786 -4.69303  0.00
H -3.35543 -0.14980 -5.75255  0.00
H -2.44507 0.17250 -4.26942  0.00
C 1.26298 -4.55916 -1.43043  0.00
N 0.94836 -3.53349 -0.43741  0.00
C 1.79252 -2.78910 0.29971  -0.01
S 1.34794 -1.29027 0.97176  0.12
N 3.05666 -3.22415 0.50185  0.01
C 3.56567 -4.59138 0.46773  0.00
H 0.33956 -4.78114 -1.95948  0.00
H 1.61804 -5.48337 -0.98549  0.00
H 1.99201 -4.20163 -2.15920  0.00
H 0.03591 -3.12645 -0.51582  0.01
H 3.58607 -2.56553 1.04779  0.00
H 3.66868 -4.97746 -0.54224  0.00
H 2.94096 -5.26937 1.05155  0.00
H 4.55670 -4.57720 0.91491  0.00

No. 3
Molecular formula: C23H32N4O3Ru
Method: DFT, ωB97M-V/def2-TZVPD

- net charge = +2
- energy (hartree) = -1434.66673
- <S²> = 6.050
- gap between HOMO and LUMO (alpha / beta) (eV) = 8.25 / 6.52
- LUMO energy (alpha / beta) (eV) = -4.99 / -7.35
- multiplicity = 5

Last column: Mulliken spin population.
Atoms and positions in Å:
Ru -0.20916 -0.53014 0.27834  2.73
C -0.06573 -1.71850 3.33694  0.02
N 0.43166 -2.08962 2.00915  0.13
C -0.12059 -3.39895 1.60440  -0.01
C 1.88297 -2.07842 1.90973  0.00
C 2.73578 -2.25568 2.98230  -0.02
C 4.11301 -2.24288 2.77962  0.06
C 4.64118 -2.06127 1.50851  -0.02
C 3.79701 -1.89375 0.42200  0.06
C 2.42162 -1.89692 0.62203  0.01
N 1.46074 -1.65963 -0.36721  0.54
C 1.27263 -2.44457 -1.45449  0.05
C 2.17173 -3.45220 -1.88055  0.18
C 1.87320 -4.22699 -2.97741  -0.06
C 0.67140 -4.04588 -3.65966  0.19
C -0.24830 -3.09377 -3.22956  -0.08
C 0.03857 -2.30195 -2.14146  0.11
N -0.92221 -1.31361 -1.64142  -0.06
C -0.95346 -0.15688 -2.57985  0.01
C -2.29303 -1.88064 -1.51953  0.01
H 0.16393 -2.48572 4.08039  0.00
H -1.14793 -1.60520 3.29078  0.00
H 0.38698 -0.77596 3.63398  0.00
H -0.00487 -4.13910 2.40269  0.01
H 0.38817 -3.77208 0.71947  0.00
H -1.18400 -3.30173 1.38325  0.02
H 2.34584 -2.40143 3.97891  0.00
H 4.77530 -2.37527 3.62373  0.00
H 5.71249 -2.03927 1.36616  0.00
H 4.19672 -1.70422 -0.56528  0.00
H 3.08342 -3.61862 -1.32662  0.00
H 2.56702 -4.98992 -3.30181  0.00
H 0.43808 -4.66199 -4.51694  0.00
H -1.18964 -2.99259 -3.75353  0.00
H -1.22891 -0.49556 -3.58101  0.00
H 0.03631 0.29733 -2.61396  0.00
H -1.69815 0.55490 -2.22587  0.01
H -2.72470 -2.09755 -2.49809  0.01
H -2.92826 -1.15020 -1.02187  0.02
H -2.24901 -2.79965 -0.93839  0.00
O -2.56268 1.98355 -0.44959  0.00
C -1.62021 2.71572 -0.33422  0.00
O -0.50067 2.45711 0.33350  0.03
C -1.62315 4.10018 -0.96785  0.00
N -0.35662 4.87907 -0.65750  0.00
C -0.75850 6.14214 0.08529  0.00
C -2.17709 6.38335 -0.39755  0.00
C -2.77014 4.97383 -0.42697  0.00
H -1.68963 3.98647 -2.04887  0.00
H 0.12560 5.12138 -1.52148  0.00
H 0.27211 4.29172 -0.10088  0.00
H -0.04141 6.92888 -0.13109  0.00
H -0.73027 5.90814 1.14816  0.00
H -2.17587 6.83374 -1.39179  0.00
H -2.71847 7.05121 0.26800  0.00
H -3.65440 4.88561 -1.05146  0.00
H -3.04470 4.65126 0.57851  0.00
C -1.47708 1.43676 2.35891  0.04
C -0.49474 1.27226 1.21850  -0.06
O 0.71382 0.84429 1.39971  0.08
H -0.96805 1.19752 3.28942  0.01
H -2.34408 0.78899 2.24665  -0.02
H -1.84157 2.46290 2.41473  0.01

Question: The highest energy belongs to which entry?
Answer: C23H32N4O3

Question: Which of these has the highest energy?
Answer: C23H32N4O3